Density functional theory data (wB97M-V/def2-TZVPD) for a 16-piece molecular cluster, C64H176N16O16 overall at a distorted geometry.

Results
Calculated total energy   -4623.4800 Eh
Gap between HOMO and LUMO   8.230 eV
Strongest force on any atom   2.9 eV Å⁻¹
Net charge   0
HOMO level   -7.92 eV

Bonds (Å) are listed after each position.
CARTESIAN COORDINATES (ANGSTROEM)
1 C 2.19 5.02 -1.46  C2 1.480, H7 1.090, H8 1.090, H9 1.090
2 C 2.67 5.20 -0.07  C1 1.480, C3 1.502, N6 1.450, H10 1.090
3 C 2.13 4.12 0.81  C2 1.502, O4 1.437, H11 1.090, H12 1.090
4 O 0.70 4.11 0.84  C3 1.437, C5 1.432
5 C -0.02 3.19 1.67  O4 1.432, H13 1.090, H14 1.090, H15 1.090
6 N 4.12 5.10 -0.07  C2 1.450, H16 1.010, H17 1.010
7 H 2.50 4.07 -1.90  C1 1.090
8 H 2.68 5.81 -2.03  C1 1.090
9 H 1.13 5.20 -1.62  C1 1.090
10 H 2.37 6.17 0.34  C2 1.090
11 H 2.47 4.26 1.84  C3 1.090
12 H 2.60 3.18 0.52  C3 1.090
13 H 0.16 3.28 2.74  C5 1.090
14 H 0.17 2.17 1.32  C5 1.090
15 H -1.07 3.45 1.56  C5 1.090
16 H 4.59 5.08 0.82  N6 1.010
17 H 4.38 5.98 -0.49  N6 1.010
18 C 4.87 1.06 -1.78  C19 1.593, H24 1.090, H25 1.090, H26 1.090
19 C 5.63 2.08 -2.74  C18 1.593, C20 1.581, N23 1.430, H27 1.090
20 C 4.95 2.22 -4.16  C19 1.581, O21 1.448, H28 1.090, H29 1.090
21 O 5.24 1.08 -5.01  C20 1.448, C22 1.383
22 C 4.71 1.21 -6.28  O21 1.383, H30 1.090, H31 1.090, H32 1.090
23 N 5.58 3.28 -1.96  C19 1.430, H33 1.010, H34 1.010
24 H 3.91 1.53 -1.57  C18 1.090
25 H 5.51 1.07 -0.90  C18 1.090
26 H 4.70 0.04 -2.14  C18 1.090
27 H 6.67 1.78 -2.87  C19 1.090
28 H 5.37 3.15 -4.53  C20 1.090
29 H 3.87 2.31 -4.10  C20 1.090
30 H 3.62 1.21 -6.26  C22 1.090
31 H 5.10 0.42 -6.92  C22 1.090
32 H 4.96 2.12 -6.84  C22 1.090
33 H 4.66 3.63 -1.72  N23 1.010
34 H 6.02 3.18 -1.05  N23 1.010
35 C -1.49 -7.49 2.86  C36 1.561, H41 1.090, H42 1.090, H43 1.090
36 C -0.32 -6.67 2.24  C35 1.561, C37 1.562, N40 1.416, H44 1.090
37 C 0.56 -6.07 3.38  C36 1.562, O38 1.377, H45 1.090, H46 1.090
38 O 1.56 -5.27 2.86  C37 1.377, C39 1.395
39 C 2.33 -4.60 3.82  O38 1.395, H47 1.090, H48 1.090, H49 1.090
40 N 0.41 -7.59 1.45  C36 1.416, H50 1.010, H51 1.010
41 H -2.03 -6.85 3.55  C35 1.090
42 H -1.01 -8.22 3.51  C35 1.090
43 H -2.17 -7.99 2.17  C35 1.090
44 H -0.71 -5.83 1.66  C36 1.090
45 H 0.93 -6.87 4.02  C37 1.090
46 H -0.08 -5.44 4.00  C37 1.090
47 H 3.29 -4.41 3.34  C39 1.090
48 H 2.55 -5.15 4.74  C39 1.090
49 H 1.83 -3.70 4.18  C39 1.090
50 H 0.78 -8.33 2.03  N40 1.010
51 H 1.20 -7.04 1.15  N40 1.010
52 C 2.65 2.15 4.58  C53 1.554, H58 1.090, H59 1.090, H60 1.090
53 C 1.84 0.83 4.43  C52 1.554, C54 1.583, N57 1.468, H61 1.090
54 C 2.68 -0.25 3.64  C53 1.583, O55 1.426, H62 1.090, H63 1.090
55 O 3.00 0.11 2.30  C54 1.426, C56 1.376
56 C 3.74 -0.80 1.58  O55 1.376, H64 1.090, H65 1.090, H66 1.090
57 N 1.55 0.36 5.79  C53 1.468, H67 1.010, H68 1.010
58 H 2.84 2.48 3.56  C52 1.090
59 H 3.61 2.06 5.10  C52 1.090
60 H 2.11 2.91 5.14  C52 1.090
61 H 0.93 0.95 3.85  C53 1.090
62 H 2.21 -1.24 3.66  C54 1.090
63 H 3.65 -0.38 4.12  C54 1.090
64 H 4.14 -0.24 0.73  C56 1.090
65 H 3.10 -1.60 1.19  C56 1.090
66 H 4.60 -1.18 2.13  C56 1.090
67 H 2.47 0.26 6.20  N57 1.010
68 H 1.29 -0.62 5.70  N57 1.010
69 C 1.24 0.83 -1.12  C70 1.500, H75 1.090, H76 1.090, H77 1.090
70 C 0.33 -0.34 -0.88  C69 1.500, C71 1.541, N74 1.458, H78 1.090
71 C -0.07 -0.64 0.58  C70 1.541, O72 1.419, H79 1.090, H80 1.090
72 O -0.87 -1.82 0.59  C71 1.419, C73 1.455
73 C -1.18 -2.36 1.90  O72 1.455, H81 1.090, H82 1.090, H83 1.090
74 N -0.89 -0.11 -1.65  C70 1.458, H84 1.010, H85 1.010
75 H 1.53 0.87 -2.17  C69 1.090
76 H 2.13 0.63 -0.53  C69 1.090
77 H 0.81 1.76 -0.76  C69 1.090
78 H 0.82 -1.22 -1.31  C70 1.090
79 H -0.70 0.04 1.15  C71 1.090
80 H 0.79 -0.86 1.21  C71 1.090
81 H -1.88 -3.19 1.83  C73 1.090
82 H -1.48 -1.64 2.67  C73 1.090
83 H -0.24 -2.79 2.24  C73 1.090
84 H -0.68 -0.35 -2.61  N74 1.010
85 H -1.52 -0.84 -1.37  N74 1.010
86 C -4.08 3.51 5.26  C87 1.466, H92 1.090, H93 1.090, H94 1.090
87 C -3.89 2.06 5.10  C86 1.466, C88 1.583, N91 1.443, H95 1.090
88 C -3.23 1.76 3.70  C87 1.583, O89 1.414, H96 1.090, H97 1.090
89 O -4.11 1.79 2.59  C88 1.414, C90 1.454
90 C -3.44 1.23 1.42  O89 1.454, H98 1.090, H99 1.090, H100 1.090
91 N -3.16 1.52 6.22  C87 1.443, H101 1.010, H102 1.010
92 H -4.72 3.95 4.50  C86 1.090
93 H -3.15 4.08 5.30  C86 1.090
94 H -4.67 3.63 6.16  C86 1.090
95 H -4.86 1.56 5.16  C87 1.090
96 H -2.80 0.76 3.66  C88 1.090
97 H -2.42 2.48 3.63  C88 1.090
98 H -3.05 0.23 1.61  C90 1.090
99 H -2.63 1.92 1.16  C90 1.090
100 H -4.18 1.15 0.62  C90 1.090
101 H -3.64 1.81 7.06  N91 1.010
102 H -2.28 2.00 6.28  N91 1.010
103 C -7.33 -0.84 -8.81  C104 1.498, H109 1.090, H110 1.090, H111 1.090
104 C -6.65 -0.39 -7.55  C103 1.498, C105 1.547, N108 1.451, H112 1.090
105 C -5.16 -0.03 -7.78  C104 1.547, O106 1.459, H113 1.090, H114 1.090
106 O -4.62 0.22 -6.45  C105 1.459, C107 1.443
107 C -3.18 0.30 -6.49  O106 1.443, H115 1.090, H116 1.090, H117 1.090
108 N -7.35 0.74 -6.99  C104 1.451, H118 1.010, H119 1.010
109 H -7.18 -0.17 -9.65  C103 1.090
110 H -8.41 -0.88 -8.63  C103 1.090
111 H -7.15 -1.88 -9.08  C103 1.090
112 H -6.71 -1.18 -6.80  C104 1.090
113 H -4.91 0.77 -8.48  C105 1.090
114 H -4.68 -0.94 -8.16  C105 1.090
115 H -2.78 0.29 -5.48  C107 1.090
116 H -2.90 1.21 -7.01  C107 1.090
117 H -2.72 -0.43 -7.16  C107 1.090
118 H -7.20 1.49 -7.65  N108 1.010
119 H -6.99 0.99 -6.08  N108 1.010
120 C 10.09 0.36 4.21  C121 1.539, H126 1.090, H127 1.090, H128 1.090
121 C 8.85 1.10 4.74  C120 1.539, C122 1.529, N125 1.450, H129 1.090
122 C 7.98 1.57 3.57  C121 1.529, O123 1.427, H130 1.090, H131 1.090
123 O 6.76 2.17 3.99  C122 1.427, C124 1.432
124 C 5.81 2.37 2.94  O123 1.432, H132 1.090, H133 1.090, H134 1.090
125 N 8.16 0.07 5.50  C121 1.450, H135 1.010, H136 1.010
126 H 10.77 0.10 5.02  C120 1.090
127 H 10.69 1.00 3.56  C120 1.090
128 H 9.80 -0.44 3.53  C120 1.090
129 H 9.18 1.97 5.30  C121 1.090
130 H 7.83 0.76 2.86  C122 1.090
131 H 8.47 2.36 3.00  C122 1.090
132 H 5.32 1.42 2.75  C124 1.090
133 H 6.33 2.76 2.06  C124 1.090
134 H 5.09 3.13 3.24  C124 1.090
135 H 7.30 0.48 5.85  N125 1.010
136 H 8.60 -0.01 6.40  N125 1.010
137 C -4.87 -1.23 -3.58  C138 1.540, H143 1.090, H144 1.090, H145 1.090
138 C -5.74 0.00 -3.29  C137 1.540, C139 1.523, N142 1.486, H146 1.090
139 C -5.90 0.26 -1.80  C138 1.523, O140 1.464, H147 1.090, H148 1.090
140 O -6.93 -0.62 -1.23  C139 1.464, C141 1.415
141 C -7.13 -0.48 0.16  O140 1.415, H149 1.090, H150 1.090, H151 1.090
142 N -5.15 1.13 -4.05  C138 1.486, H152 1.010, H153 1.010
143 H -4.72 -1.63 -4.58  C137 1.090
144 H -5.27 -2.12 -3.09  C137 1.090
145 H -3.89 -1.08 -3.14  C137 1.090
146 H -6.68 -0.28 -3.76  C138 1.090
147 H -6.24 1.27 -1.58  C139 1.090
148 H -4.93 0.28 -1.30  C139 1.090
149 H -7.88 -1.12 0.62  C141 1.090
150 H -7.37 0.58 0.27  C141 1.090
151 H -6.23 -0.61 0.77  C141 1.090
152 H -4.24 1.38 -3.67  N142 1.010
153 H -4.83 0.78 -4.94  N142 1.010
154 C -0.03 -5.14 -2.63  C155 1.553, H160 1.090, H161 1.090, H162 1.090
155 C -0.98 -4.67 -3.76  C154 1.553, C156 1.538, N159 1.498, H163 1.090
156 C -2.13 -3.72 -3.37  C155 1.538, O157 1.380, H164 1.090, H165 1.090
157 O -3.10 -4.39 -2.66  C156 1.380, C158 1.418
158 C -3.15 -4.15 -1.26  O157 1.418, H166 1.090, H167 1.090, H168 1.090
159 N -0.11 -3.88 -4.69  C155 1.498, H169 1.010, H170 1.010
160 H -0.58 -5.69 -1.86  C154 1.090
161 H 0.37 -4.33 -2.02  C154 1.090
162 H 0.85 -5.67 -2.98  C154 1.090
163 H -1.45 -5.54 -4.22  C155 1.090
164 H -2.60 -3.21 -4.21  C156 1.090
165 H -1.79 -2.83 -2.84  C156 1.090
166 H -3.31 -3.08 -1.11  C158 1.090
167 H -2.13 -4.21 -0.87  C158 1.090
168 H -3.84 -4.80 -0.72  C158 1.090
169 H -0.65 -3.82 -5.54  N159 1.010
170 H 0.67 -4.49 -4.91  N159 1.010
171 C 1.53 10.73 1.33  C172 1.575, H177 1.090, H178 1.090, H179 1.090
172 C 2.05 9.49 0.50  C171 1.575, C173 1.566, N176 1.479, H180 1.090
173 C 0.80 8.65 0.08  C172 1.566, O174 1.414, H181 1.090, H182 1.090
174 O 0.36 7.85 1.16  C173 1.414, C175 1.434
175 C -0.75 7.03 0.78  O174 1.434, H183 1.090, H184 1.090, H185 1.090
176 N 2.86 10.10 -0.58  C172 1.479, H186 1.010, H187 1.010
177 H 2.37 11.37 1.56  C171 1.090
178 H 1.04 10.38 2.23  C171 1.090
179 H 0.74 11.24 0.77  C171 1.090
180 H 2.60 8.83 1.17  C172 1.090
181 H 1.11 7.99 -0.74  C173 1.090
182 H -0.01 9.28 -0.28  C173 1.090
183 H -0.57 6.27 0.02  C175 1.090
184 H -1.55 7.62 0.33  C175 1.090
185 H -1.19 6.49 1.62  C175 1.090
186 H 3.32 10.88 -0.14  N176 1.010
187 H 2.24 10.43 -1.31  N176 1.010
188 C -6.18 -1.09 4.65  C189 1.562, H194 1.090, H195 1.090, H196 1.090
189 C -6.31 -2.64 4.75  C188 1.562, C190 1.565, N193 1.451, H197 1.090
190 C -5.68 -3.51 3.60  C189 1.565, O191 1.434, H198 1.090, H199 1.090
191 O -6.36 -3.03 2.44  C190 1.434, C192 1.440
192 C -5.70 -3.37 1.20  O191 1.440, H200 1.090, H201 1.090, H202 1.090
193 N -5.71 -2.92 6.04  C189 1.451, H203 1.010, H204 1.010
194 H -6.61 -0.79 3.69  C188 1.090
195 H -5.16 -0.72 4.61  C188 1.090
196 H -6.64 -0.54 5.47  C188 1.090
197 H -7.37 -2.88 4.83  C189 1.090
198 H -5.75 -4.59 3.73  C190 1.090
199 H -4.60 -3.36 3.59  C190 1.090
200 H -4.75 -2.84 1.26  C192 1.090
201 H -6.26 -2.99 0.35  C192 1.090
202 H -5.49 -4.43 1.16  C192 1.090
203 H -4.78 -3.29 5.88  N193 1.010
204 H -5.57 -2.06 6.54  N193 1.010
205 C -1.91 -1.64 5.30  C206 1.506, H211 1.090, H212 1.090, H213 1.090
206 C -1.50 -3.08 5.48  C205 1.506, C207 1.536, N210 1.444, H214 1.090
207 C -0.53 -3.24 6.66  C206 1.536, O208 1.391, H215 1.090, H216 1.090
208 O 0.68 -2.62 6.37  C207 1.391, C209 1.387
209 C 1.67 -2.87 7.32  O208 1.387, H217 1.090, H218 1.090, H219 1.090
210 N -2.66 -3.90 5.72  C206 1.444, H220 1.010, H221 1.010
211 H -2.57 -1.47 4.45  C205 1.090
212 H -1.05 -0.98 5.18  C205 1.090
213 H -2.56 -1.29 6.09  C205 1.090
214 H -1.02 -3.38 4.55  C206 1.090
215 H -0.38 -4.30 6.85  C207 1.090
216 H -0.99 -2.76 7.53  C207 1.090
217 H 2.52 -2.29 6.96  C209 1.090
218 H 2.02 -3.90 7.44  C209 1.090
219 H 1.29 -2.46 8.25  C209 1.090
220 H -2.64 -3.92 6.73  N210 1.010
221 H -2.35 -4.83 5.47  N210 1.010
222 C 3.94 -6.02 -1.63  C223 1.522, H228 1.090, H229 1.090, H230 1.090
223 C 3.77 -5.75 -0.14  C222 1.522, C224 1.627, N227 1.482, H231 1.090
224 C 4.39 -4.31 0.29  C223 1.627, O225 1.418, H232 1.090, H233 1.090
225 O 5.78 -4.28 0.03  C224 1.418, C226 1.379
226 C 6.43 -3.08 0.22  O225 1.379, H234 1.090, H235 1.090, H236 1.090
227 N 2.32 -5.77 0.16  C223 1.482, H237 1.010, H238 1.010
228 H 3.32 -5.33 -2.20  C222 1.090
229 H 3.67 -7.05 -1.84  C222 1.090
230 H 5.01 -6.07 -1.85  C222 1.090
231 H 4.25 -6.45 0.54  C223 1.090
232 H 4.24 -4.12 1.36  C224 1.090
233 H 3.85 -3.57 -0.31  C224 1.090
234 H 6.56 -2.84 1.27  C226 1.090
235 H 5.84 -2.27 -0.22  C226 1.090
236 H 7.40 -3.15 -0.27  C226 1.090
237 H 2.16 -5.50 1.12  N227 1.010
238 H 1.94 -5.00 -0.38  N227 1.010
239 C -1.82 3.81 -1.47  C240 1.500, H245 1.090, H246 1.090, H247 1.090
240 C -2.25 3.06 -2.69  C239 1.500, C241 1.477, N244 1.460, H248 1.090
241 C -1.15 2.76 -3.63  C240 1.477, O242 1.427, H249 1.090, H250 1.090
242 O -0.64 3.94 -4.25  C241 1.427, C243 1.413
243 C 0.34 3.87 -5.27  O242 1.413, H251 1.090, H252 1.090, H253 1.090
244 N -2.88 1.85 -2.17  C240 1.460, H254 1.010, H255 1.010
245 H -1.06 3.32 -0.86  C239 1.090
246 H -2.72 4.07 -0.91  C239 1.090
247 H -1.39 4.77 -1.76  C239 1.090
248 H -2.98 3.67 -3.24  C240 1.090
249 H -1.62 2.27 -4.48  C241 1.090
250 H -0.36 2.12 -3.26  C241 1.090
251 H 1.05 3.06 -5.09  C243 1.090
252 H 0.92 4.79 -5.28  C243 1.090
253 H -0.13 3.85 -6.25  C243 1.090
254 H -2.12 1.20 -2.06  N244 1.010
255 H -3.26 2.07 -1.26  N244 1.010
256 C 2.13 -1.08 -4.42  C257 1.528, H262 1.090, H263 1.090, H264 1.090
257 C 0.87 -0.35 -4.87  C256 1.528, C258 1.567, N261 1.431, H265 1.090
258 C 0.68 -0.39 -6.43  C257 1.567, O259 1.412, H266 1.090, H267 1.090
259 O -0.16 0.66 -6.86  C258 1.412, C260 1.395
260 C -0.28 0.78 -8.24  O259 1.395, H268 1.090, H269 1.090, H270 1.090
261 N -0.30 -0.88 -4.24  C257 1.431, H271 1.010, H272 1.010
262 H 3.09 -0.80 -4.84  C256 1.090
263 H 2.10 -2.16 -4.60  C256 1.090
264 H 2.19 -1.00 -3.33  C256 1.090
265 H 0.96 0.70 -4.58  C257 1.090
266 H 0.35 -1.39 -6.71  C258 1.090
267 H 1.67 -0.19 -6.84  C258 1.090
268 H -1.28 1.07 -8.56  C260 1.090
269 H -0.24 -0.20 -8.73  C260 1.090
270 H 0.43 1.48 -8.69  C260 1.090
271 H -1.00 -0.67 -4.94  N261 1.010
272 H -0.13 -1.88 -4.28  N261 1.010

Here are the Mulliken charges for atoms 1 to 6, given in e: -1.120 1.468 -0.845 -0.157 -0.975 -0.415